Molecular formula: C31H36AsNO6RuS6Sb
Method: DFT, ωB97M-V/def2-TZVPD

For the energy relative to the best compared isomer or geometry (same formula, charge and spin), the calculation gives 9.9 kcal/mol. The calculation puts the orbital gap (spin up / spin down) at 0.214 / 0.214 Eh. The calculation puts the largest force on an atom at 1.7 eV Å⁻¹. The value obtained for the LUMO energy (spin up / spin down) is 0.151 / 0.151 hartree.

```
! RIJCOSX wB97M-V def2-TZVPD def2/J DEFGRID3
* xyz -2 2
Ru -0.285 0.331 -0.130
O -0.599 -2.395 2.898
As 0.889 -2.157 1.986
O 1.682 -3.591 1.983
O 0.635 -1.565 0.434
C 1.944 -0.831 2.938
C 3.261 -1.200 3.182
C 4.135 -0.315 3.800
C 3.699 0.949 4.166
C 2.380 1.320 3.947
C 1.505 0.433 3.338
S -0.227 0.862 3.316
O -0.799 0.089 4.414
O -0.305 2.294 3.458
O -0.742 0.335 2.039
H -0.823 -1.602 3.422
H 3.573 -2.193 2.881
H 5.159 -0.614 3.992
H 4.383 1.646 4.635
H 2.009 2.294 4.238
S -3.604 4.583 -5.175
C -2.912 3.590 -4.042
S -1.701 2.422 -4.398
C -1.346 1.918 -2.760
C -2.120 2.457 -1.806
S -1.962 2.111 -0.104
S -3.333 3.585 -2.377
S -0.037 0.802 -2.486
C -2.285 -4.180 0.694
C -2.243 -3.507 -0.677
C -0.954 -3.926 -1.391
Sb -2.346 -1.335 -0.638
C -3.176 -1.076 -2.644
C -4.589 -1.614 -2.853
C -2.265 -1.641 -3.734
C -4.193 -0.923 0.446
C -3.885 -0.488 1.875
C -5.218 -2.057 0.454
H -2.387 -5.264 0.563
H -3.103 -3.838 1.326
H -1.361 -4.005 1.243
H -3.121 -3.797 -1.262
H -0.088 -3.580 -0.825
H -0.878 -3.529 -2.402
H -0.902 -5.020 -1.449
H -3.207 0.013 -2.736
H -4.667 -2.673 -2.594
H -4.864 -1.518 -3.910
H -5.329 -1.062 -2.272
H -2.363 -2.729 -3.787
H -1.219 -1.386 -3.577
H -2.559 -1.238 -4.710
H -4.591 -0.069 -0.111
H -3.466 -1.313 2.457
H -4.803 -0.153 2.373
H -3.167 0.329 1.907
H -4.842 -2.927 0.991
H -5.507 -2.383 -0.543
H -6.126 -1.726 0.974
N 1.231 1.387 0.215
C 2.373 1.782 -0.129
C 3.159 1.064 -1.184
C 3.091 -0.326 -1.243
C 3.745 -1.015 -2.254
C 4.467 -0.326 -3.220
C 4.525 1.060 -3.173
C 3.878 1.751 -2.157
C 2.946 2.983 0.569
C 4.309 3.264 0.585
C 4.793 4.382 1.254
C 3.920 5.227 1.923
C 2.559 4.938 1.930
C 2.076 3.825 1.264
H 2.509 -0.865 -0.502
H 3.679 -2.096 -2.288
H 4.975 -0.865 -4.011
H 5.064 1.608 -3.938
H 3.903 2.833 -2.143
H 4.999 2.597 0.084
H 5.857 4.591 1.254
H 4.298 6.098 2.446
H 1.870 5.584 2.460
H 1.020 3.580 1.278
*
```

Molecular formula: C4H7FO2
Method: DFT, ωB97M-V/def2-TZVPD

For the energy relative to the best compared isomer or geometry (same formula, charge and spin), the calculation gives 31.9 kcal/mol. As for the SMILES: FC[C@H]1COCO1. The calculation puts the orbital gap at 0.402 Eh. The calculation puts the largest force on an atom at 2.0 eV Å⁻¹. The value obtained for the LUMO energy is 0.034 hartree.

```
! RIJCOSX wB97M-V def2-TZVPD def2/J DEFGRID3
* xyz 0 1
C -1.254 -1.331 0.217
C -0.474 -0.004 0.105
C 0.841 0.106 0.880
C 0.844 1.239 -1.142
H -2.018 -1.447 -0.592
H -1.749 -1.397 1.224
H -1.216 0.843 0.389
H 0.651 0.651 1.863
H 1.386 -0.808 1.119
H 0.366 2.226 -0.968
H 1.558 1.260 -2.030
O 1.618 0.905 0.046
O -0.103 0.251 -1.239
F -0.449 -2.496 0.128
*
```